The following is a DFT calculation (ωB97M-V/def2-TZVPD) of a structure of composition C26H30N4OSSeV.

Geometry as ORCA input:
```
! RIJCOSX wB97M-V def2-TZVPD def2/J DEFGRID3
* xyz -1 3
V -1.17 -0.10 -0.16
N -0.04 -2.79 -3.45
C -0.67 -1.84 -2.68
S 0.24 -0.46 -2.16
N -1.91 -2.07 -2.37
N -2.41 -1.04 -1.58
C -3.63 -0.72 -1.80
C -4.29 0.44 -1.23
C -5.66 0.59 -1.47
C -6.35 1.71 -1.06
C -5.65 2.73 -0.40
C -4.30 2.61 -0.16
C -3.59 1.46 -0.55
O -2.31 1.38 -0.26
H 0.80 -2.48 -3.92
H -0.65 -3.40 -3.98
H -4.18 -1.33 -2.52
H -6.18 -0.20 -2.00
H -7.41 1.80 -1.25
H -6.17 3.62 -0.08
H -3.74 3.39 0.34
C 1.54 -1.94 0.33
N 0.27 -1.55 0.96
C 0.59 -0.86 2.22
C -0.53 -2.76 1.23
C -1.88 -2.35 1.76
C -2.59 -3.15 2.63
C -3.82 -2.72 3.12
C -4.29 -1.47 2.75
C -3.56 -0.68 1.87
C -2.34 -1.09 1.33
H 2.11 -2.57 1.01
H 2.11 -1.04 0.09
H 1.35 -2.48 -0.60
H 1.27 -1.48 2.82
H -0.32 -0.67 2.79
H 1.06 0.08 1.97
H 0.00 -3.41 1.95
H -0.63 -3.31 0.29
H -2.19 -4.11 2.94
H -4.38 -3.34 3.81
H -5.23 -1.11 3.15
H -3.97 0.29 1.62
C 7.42 1.85 -0.65
C 5.92 1.83 -0.49
C 5.32 1.65 0.75
C 3.94 1.63 0.92
C 3.42 1.45 2.31
C 3.09 1.80 -0.19
Se 1.17 1.98 -0.08
C 3.69 1.98 -1.46
C 2.88 2.17 -2.72
C 5.08 1.99 -1.58
H 7.91 1.70 0.31
H 7.76 2.81 -1.06
H 7.76 1.07 -1.33
H 5.95 1.53 1.62
H 4.23 1.53 3.04
H 2.96 0.47 2.44
H 2.65 2.19 2.55
H 1.91 1.69 -2.64
H 3.42 1.77 -3.58
H 2.70 3.23 -2.90
H 5.51 2.12 -2.57
*
```

Summary:
ΔE to the lowest compared entry with this formula, charge and spin (kcal per mole): 9.2
E_tot (eV): -137329.5097

Here is what Mulliken gives for the atomic charges, in e: number 1, V, carries -0.2577; number 2, N, carries -0.4533; number 3, C, carries 0.3545; number 4, S, carries -0.4817; number 5, N, carries -1.3471; number 6, N, carries 1.1767; number 7, C, carries -0.8410; number 8, C, carries 1.0925; number 9, C, carries -0.6794; number 10, C, carries -0.6876; number 11, C, carries -0.4343; number 12, C, carries -0.4375; number 13, C, carries 0.0893; number 14, O, carries -0.5411; number 15, H, carries 0.2424; number 16, H, carries 0.2614; number 17, H, carries 0.2761; number 18, H, carries 0.3546; number 19, H, carries 0.3900; number 20, H, carries 0.3674; number 21, H, carries 0.4351; number 22, C, carries -1.3599; number 23, N, carries 1.0685; number 24, C, carries -0.9558; number 25, C, carries -1.2481; number 26, C, carries 1.6056; number 27, C, carries -0.8838; number 28, C, carries -0.5977; number 29, C, carries -0.7727; number 30, C, carries -0.1640; number 31, C, carries 0.0729; number 32, H, carries 0.3929; number 33, H, carries 0.2568; number 34, H, carries 0.3011; number 35, H, carries 0.3842; number 36, H, carries 0.4071; number 37, H, carries -0.0112; number 38, H, carries 0.4487; number 39, H, carries 0.3997; number 40, H, carries 0.4042; number 41, H, carries 0.3514; number 42, H, carries 0.4144; number 43, H, carries 0.3192; number 44, C, carries -1.4451; number 45, C, carries 0.6072; number 46, C, carries -0.9306; number 47, C, carries 1.1669; number 48, C, carries -1.4880; number 49, C, carries 0.0273; number 50, Se, carries -0.2629; number 51, C, carries 0.7911; number 52, C, carries -1.3024; number 53, C, carries -0.9107; number 54, H, carries 0.3322; number 55, H, carries 0.3182; number 56, H, carries 0.3140; number 57, H, carries 0.1847; number 58, H, carries 0.4131; number 59, H, carries 0.1343; number 60, H, carries 0.3366; number 61, H, carries 0.0398; number 62, H, carries 0.3576; number 63, H, carries 0.2671; number 64, H, carries 0.3368